A 2-piece molecular cluster, C6H11Br overall at a distorted geometry. Source: OMol25; level of theory: ωB97M-V/def2-TZVPD.

Structure (XYZ):
```
18
Properties=species:S:1:pos:R:3
C 1.890 2.202 0.662
C 0.485 1.647 0.903
C 1.395 1.102 -0.180
C -1.294 -0.221 -0.819
C -1.591 -2.629 -0.297
C -1.237 -1.132 0.075
Br 2.389 -0.551 -0.267
H 2.102 3.131 0.217
H 2.692 1.923 1.370
H 0.737 0.956 1.659
H 0.960 1.030 -1.175
H -1.857 -0.472 -1.713
H -0.431 1.924 0.750
H -0.706 0.765 -0.900
H -1.401 -3.067 0.673
H -0.865 -2.801 -1.111
H -2.478 -2.854 -0.960
H -0.791 -0.952 1.112
```

Summary:
Relative energy (zero: lowest compared OMol25 entry of this formula, charge and spin) in kJ/mol: 348.4
E in a.u.: -2809.0686
Lowest unoccupied orbital energy in eV: 1.0
Max |F| in eV Å⁻¹: 8.5
HOMO energy in eV: -9.43
Frontier orbital gap in eV: 10.4
SMILES: BrC1CC1.C=CC



One molecule with the formula C6H12O at a distorted geometry. Source: OMol25; level of theory: ωB97M-V/def2-TZVPD.

Structure (XYZ):
```
19
Properties=species:S:1:pos:R:3
C -0.303 -0.945 -1.866
C -0.281 -0.108 -0.581
O -1.514 0.561 -0.406
C -0.080 -1.110 0.856
C -0.307 -0.160 1.969
C 1.041 1.498 0.834
C 0.776 0.993 -0.560
H -0.843 -1.864 -1.634
H 0.713 -1.210 -2.172
H -0.802 -0.486 -2.736
H -2.185 -0.127 -0.336
H -0.829 -1.928 0.774
H 0.911 -1.579 0.958
H -1.382 -0.067 2.241
H 0.317 -0.080 2.837
H 2.139 1.647 0.966
H 0.561 2.445 1.074
H 1.674 0.657 -1.101
H 0.396 1.863 -1.118
```

Summary:
Relative energy (zero: lowest compared OMol25 entry of this formula, charge and spin) in kJ/mol: 386.2
E in a.u.: -310.9122
Lowest unoccupied orbital energy in eV: 0.6
Max |F| in eV Å⁻¹: 1.9
HOMO energy in eV: -8.16
Frontier orbital gap in eV: 8.8



A 2-piece molecular cluster, C5H11N overall at a distorted geometry. Source: OMol25; level of theory: ωB97M-V/def2-TZVPD.

Structure (XYZ):
```
17
Properties=species:S:1:pos:R:3
C -0.018 -1.176 -0.558
C -1.243 0.347 1.417
C 1.406 -1.191 -0.048
N -1.109 -0.722 0.451
C -0.013 2.123 -0.704
C 0.932 1.833 -1.424
H -2.015 -1.115 0.204
H -0.550 2.860 -0.139
H 1.794 1.656 -2.036
H -0.322 -2.193 -0.826
H -0.178 -0.621 -1.484
H -0.282 0.628 1.853
H -1.805 1.143 0.913
H -1.953 0.058 2.199
H 1.532 -0.696 0.918
H 2.063 -0.709 -0.778
H 1.761 -2.225 0.043
```

Summary:
Relative energy (zero: lowest compared OMol25 entry of this formula, charge and spin) in kJ/mol: 379.0
E in a.u.: -251.7182
Lowest unoccupied orbital energy in eV: 1.2
Max |F| in eV Å⁻¹: 2.9
HOMO energy in eV: -7.68
Frontier orbital gap in eV: 8.9
SMILES: CCNC.C#C



C3H6N2O as an isolated structure at a distorted geometry. Source: OMol25; level of theory: ωB97M-V/def2-TZVPD.

Structure (XYZ):
```
12
Properties=species:S:1:pos:R:3
C -0.480 1.093 -0.165
C 0.967 0.857 0.156
N -1.074 -1.529 -0.174
C 0.238 -1.328 0.263
O -1.203 -0.295 0.577
N 1.171 -0.523 -0.212
H -1.261 -1.459 -1.171
H -0.688 1.059 -1.233
H -1.055 1.805 0.418
H 0.591 -2.227 0.768
H 1.623 1.494 -0.444
H 1.171 1.053 1.217
```

Summary:
Relative energy (zero: lowest compared OMol25 entry of this formula, charge and spin) in kJ/mol: 662.6
E in a.u.: -302.4407
Lowest unoccupied orbital energy in eV: 0.7
Max |F| in eV Å⁻¹: 4.8
HOMO energy in eV: -7.87
Frontier orbital gap in eV: 8.6



C2H3O2Tl as an isolated structure at a distorted geometry. Source: OMol25; level of theory: ωB97M-V/def2-TZVPD.

Structure (XYZ):
```
8
Properties=species:S:1:pos:R:3
C -0.044 -0.093 0.760
C -0.052 0.402 -0.563
O -0.339 -0.294 -1.579
O 0.408 0.662 1.713
H 0.450 1.367 -0.730
H 1.259 0.362 2.065
Tl -0.606 -1.839 -2.505
H -1.075 -0.566 0.838
```

Summary:
Relative energy (zero: lowest compared OMol25 entry of this formula, charge and spin) in kJ/mol: 0.0
<S²>: 0.75
E in a.u.: -399.2990
Lowest unoccupied orbital energy (spin up / spin down) in eV: -20.0 / -19.9
Max |F| in eV Å⁻¹: 10.8
HOMO energy (spin up / spin down) in eV: -27.10 / -28.11
Total charge: +3
Frontier orbital gap (spin up / spin down) in eV: 7.1 / 8.2
Multiplicity: 2



One molecule with the formula C5H8O2S at a distorted geometry. Source: OMol25; level of theory: ωB97M-V/def2-TZVPD.

Structure (XYZ):
```
16
Properties=species:S:1:pos:R:3
C 0.101 -1.085 -0.733
C 1.162 -0.314 -0.493
C -1.181 0.387 0.779
C -1.216 -0.824 -0.144
C 0.785 0.955 0.244
O -1.799 -1.997 0.236
O 1.594 1.371 1.251
S 0.487 2.196 -0.956
H 0.143 -1.985 -1.285
H 2.133 -0.374 -1.002
H -1.845 1.175 0.527
H -1.044 0.208 1.905
H -1.992 -0.425 -1.011
H -1.098 -2.595 -0.017
H 2.067 0.681 1.673
H 1.704 2.627 -0.975
```

Summary:
Relative energy (zero: lowest compared OMol25 entry of this formula, charge and spin) in kJ/mol: 342.2
E in a.u.: -743.8571
Lowest unoccupied orbital energy in eV: 0.7
Max |F| in eV Å⁻¹: 5.3
HOMO energy in eV: -8.56
Frontier orbital gap in eV: 9.2



An isolated ion of composition C7H8NO4 and charge -1 at a distorted geometry. Source: OMol25; level of theory: ωB97M-V/def2-TZVPD.

Structure (XYZ):
```
20
Properties=species:S:1:pos:R:3
C -0.995 0.032 1.220
C -2.131 -1.667 -0.524
C -3.276 0.446 0.144
C -3.264 -0.894 -0.444
C -0.416 0.161 -0.213
C -0.837 1.396 -1.050
C 1.060 -0.278 -0.149
N -0.230 -0.365 2.223
O -2.189 0.580 1.341
O -2.028 -2.931 -0.731
O -4.156 1.248 -0.069
O -0.948 -1.091 -0.725
H -4.260 -1.357 -0.558
H -1.699 1.216 -1.747
H -0.047 1.662 -1.701
H -0.859 2.350 -0.646
H 1.071 -1.300 0.105
H 1.661 0.135 0.674
H 1.419 -0.339 -1.173
H -0.773 -0.556 3.019
```

Summary:
Relative energy (zero: lowest compared OMol25 entry of this formula, charge and spin) in kJ/mol: 231.1
E in a.u.: -627.2367
Lowest unoccupied orbital energy in eV: 3.6
Max |F| in eV Å⁻¹: 5.1
HOMO energy in eV: -3.97
Total charge: -1
Frontier orbital gap in eV: 7.6
SMILES: [H]/N=C1\OC([O-])=CC(=O)OC1(C)C



One molecule with the formula C18H21ClN4OS at a distorted geometry. Source: OMol25; level of theory: ωB97M-V/def2-TZVPD.

Structure (XYZ):
```
46
Properties=species:S:1:pos:R:3
O 2.043 -2.190 1.271
Cl -1.229 -2.779 6.819
S -2.082 0.487 -0.080
C 1.583 -1.158 0.786
C -1.733 0.980 -1.767
C -0.398 1.276 -1.927
C -2.093 -3.225 4.219
C -0.275 -1.688 4.659
C -1.830 -3.139 2.835
C -0.256 -1.501 3.303
C -1.264 -2.477 5.121
C -0.860 -2.307 2.284
N 3.749 -0.015 0.539
N 0.226 -1.043 0.498
N 2.371 -0.202 0.242
N 2.871 1.888 -0.426
C -0.747 -2.134 0.779
C 4.083 1.281 -0.064
C -2.786 1.253 -2.789
C 0.152 1.780 -3.305
C -0.307 0.311 0.343
C 1.930 0.841 -0.669
C -2.200 2.201 -3.815
C -0.873 1.545 -4.296
C 0.461 1.211 -0.559
H -2.972 -3.857 4.308
H 0.170 -1.101 5.400
H -2.508 -3.709 2.248
H 0.465 -0.669 3.004
H 3.885 0.045 1.564
H 2.542 2.603 0.255
H -0.287 -3.007 0.400
H -1.693 -1.979 0.237
H 4.702 1.892 0.606
H 4.593 1.105 -1.031
H -3.655 1.720 -2.377
H -3.075 0.390 -3.391
H 0.973 1.157 -3.601
H 0.627 2.802 -3.094
H -0.159 0.733 1.255
H 2.160 0.507 -1.720
H -2.308 3.254 -3.556
H -2.833 2.180 -4.734
H -1.071 0.502 -4.366
H -0.432 1.991 -5.257
H 0.336 2.247 -0.149
```

Summary:
Relative energy (zero: lowest compared OMol25 entry of this formula, charge and spin) in kJ/mol: 201.4
E in a.u.: -1851.0318
Lowest unoccupied orbital energy in eV: 0.4
Max |F| in eV Å⁻¹: 4.5
HOMO energy in eV: -8.26
Frontier orbital gap in eV: 8.7
SMILES: O=C1N(Cc2ccc(Cl)cc2)[C@@H]2SC3=C(CCCC3)[C@@H]2[C@H]2NCNN12



C32H44FeN5O2Sb as an isolated structure at a distorted geometry. Source: OMol25; level of theory: ωB97M-V/def2-TZVPD.

Structure (XYZ):
```
85
Properties=species:S:1:pos:R:3
Fe -1.516 -0.955 -0.967
N 2.015 -0.639 -1.129
C 1.521 0.665 -0.654
C 2.283 1.848 -1.260
C 3.742 1.965 -0.811
C 4.601 2.630 -1.892
N 4.959 1.704 -2.971
C 4.367 1.552 -4.150
N 3.413 2.372 -4.571
N 4.733 0.529 -4.933
C -0.643 1.329 -1.724
O 0.622 2.217 -3.515
O -1.861 0.954 -1.847
H 3.015 -0.738 -0.990
H 1.823 -0.719 -2.123
H 1.678 0.690 0.435
H 1.748 2.760 -0.980
H 2.231 1.758 -2.343
H 4.165 0.985 -0.573
H 3.812 2.563 0.099
H 5.533 3.000 -1.467
H 4.073 3.486 -2.310
H 5.686 1.046 -2.737
H 3.079 3.145 -4.022
H 2.985 2.246 -5.472
H 5.507 -0.064 -4.690
H 4.394 0.462 -5.878
C -2.498 -2.599 3.801
C -1.274 -1.847 4.250
C -1.102 -1.532 5.596
C 0.013 -0.842 6.045
C 0.999 -0.454 5.153
C 0.851 -0.751 3.809
C -0.275 -1.435 3.365
Sb -0.439 -1.772 1.237
C -2.299 -0.511 1.157
C -2.023 0.753 1.684
C -2.990 1.738 1.709
C -4.247 1.482 1.171
C -4.533 0.237 0.641
C -3.572 -0.776 0.624
C -3.933 -2.138 0.078
C -0.693 -3.925 1.043
C -1.509 -4.428 0.033
C -1.651 -5.792 -0.157
C -0.930 -6.665 0.643
C -0.059 -6.166 1.597
C 0.088 -4.796 1.811
C 1.082 -4.317 2.837
H -3.034 -3.008 4.655
H -2.230 -3.426 3.141
H -3.179 -1.931 3.267
H -1.861 -1.842 6.304
H 0.112 -0.610 7.097
H 1.878 0.072 5.500
H 1.622 -0.458 3.104
H -1.043 0.962 2.103
H -2.765 2.703 2.142
H -5.004 2.255 1.172
H -5.520 0.033 0.244
H -5.013 -2.241 -0.004
H -3.560 -2.929 0.729
H -3.534 -2.302 -0.941
H -2.034 -3.751 -0.634
H -2.310 -6.171 -0.927
H -1.022 -7.733 0.502
H 0.539 -6.850 2.188
H 1.815 -5.095 3.040
H 0.588 -4.069 3.778
H 1.613 -3.428 2.492
C -2.166 3.851 -3.018
C -0.756 3.850 -2.385
C 0.110 4.906 -3.069
C -0.870 4.118 -0.880
C -0.164 2.473 -2.632
N 0.084 0.672 -0.869
H -2.650 4.803 -2.794
H -2.781 3.048 -2.623
H -2.111 3.746 -4.102
H -0.362 5.884 -2.986
H 0.243 4.672 -4.124
H 1.098 4.965 -2.606
H -1.354 5.080 -0.717
H 0.115 4.156 -0.407
H -1.465 3.344 -0.390
```

Summary:
<S²>: 6.02
E in a.u.: -3173.4438
Lowest unoccupied orbital energy (spin up / spin down) in eV: -6.0 / -6.1
Max |F| in eV Å⁻¹: 2.7
HOMO energy (spin up / spin down) in eV: -12.95 / -13.16
Total charge: +2
Frontier orbital gap (spin up / spin down) in eV: 6.9 / 7.0
Multiplicity: 5



C2H3ClFI as an isolated structure at a distorted geometry. Source: OMol25; level of theory: ωB97M-V/def2-TZVPD.

Structure (XYZ):
```
8
Properties=species:S:1:pos:R:3
C -0.878 1.247 0.088
C 0.392 1.601 -0.182
F 2.475 -0.569 0.015
Cl 1.094 1.888 -1.720
I 1.775 2.285 1.437
H -1.700 1.204 -0.648
H 1.987 -0.792 0.730
H -1.209 1.073 1.105
```

Summary:
Relative energy (zero: lowest compared OMol25 entry of this formula, charge and spin) in kJ/mol: 62.8
E in a.u.: -935.7099
Lowest unoccupied orbital energy in eV: -0.2
Max |F| in eV Å⁻¹: 2.1
HOMO energy in eV: -9.47
Frontier orbital gap in eV: 9.2



One molecule with the formula C3H5NS at a distorted geometry. Source: OMol25; level of theory: ωB97M-V/def2-TZVPD.

Structure (XYZ):
```
10
Properties=species:S:1:pos:R:3
C 1.438 -0.570 -0.285
C -0.534 0.988 -0.128
C -1.100 -0.403 0.167
H 1.315 -1.752 -0.061
H -0.973 1.521 -0.961
H -0.330 1.569 0.774
H -2.116 -0.829 -0.259
H -0.799 -0.551 1.279
N 0.181 -0.183 -0.511
S 2.919 0.210 -0.013
```

Summary:
Relative energy (zero: lowest compared OMol25 entry of this formula, charge and spin) in kJ/mol: 222.2
E in a.u.: -570.1499
Lowest unoccupied orbital energy in eV: 0.3
Max |F| in eV Å⁻¹: 4.0
HOMO energy in eV: -8.49
Frontier orbital gap in eV: 8.8
SMILES: S=CN1CC1



One molecule with the formula C24H35N3O6S at a distorted geometry. Source: OMol25; level of theory: ωB97M-V/def2-TZVPD.

Structure (XYZ):
```
69
Properties=species:S:1:pos:R:3
C -2.125 3.283 0.254
H -2.678 3.503 -0.663
O -0.979 2.502 -0.015
C 0.047 3.040 -0.685
C 0.017 4.241 -1.394
C 1.133 4.665 -2.086
C 2.291 3.898 -2.071
C 2.351 2.710 -1.342
C 1.241 2.283 -0.653
N 1.295 1.123 0.156
S 1.013 1.497 1.792
O -0.142 0.794 2.294
O 1.036 2.925 1.930
C 2.488 0.868 2.585
C 2.399 0.135 3.751
C 3.563 -0.305 4.361
C 4.794 -0.005 3.801
C 4.870 0.742 2.635
C 3.709 1.185 2.024
H 3.736 1.774 1.122
H 5.831 0.978 2.204
H 5.699 -0.352 4.275
H 3.507 -0.884 5.270
H 1.428 -0.088 4.161
C 0.556 -0.024 -0.356
H 0.583 0.016 -1.446
H -0.485 0.013 -0.023
C 1.160 -1.348 0.107
O 1.184 -1.465 1.508
H 0.454 -0.938 1.873
C 0.402 -2.513 -0.572
N -1.047 -2.372 -0.528
C -1.583 -2.849 0.744
H -1.652 -3.952 0.745
C -2.955 -2.267 1.109
C -3.360 -2.789 2.487
H -2.661 -2.437 3.243
H -4.355 -2.436 2.750
H -3.367 -3.877 2.504
C -2.942 -0.742 1.103
H -2.179 -0.354 1.775
H -2.744 -0.374 0.101
H -3.910 -0.360 1.424
H -3.701 -2.608 0.383
H -0.880 -2.566 1.527
C -1.687 -3.023 -1.663
H -1.261 -4.028 -1.834
C -1.599 -2.212 -2.962
C -2.179 -3.029 -4.116
H -3.225 -3.261 -3.927
H -2.115 -2.470 -5.047
H -1.637 -3.964 -4.239
C -2.336 -0.884 -2.826
H -2.248 -0.304 -3.742
H -3.392 -1.057 -2.628
H -1.917 -0.308 -2.007
H -0.548 -2.001 -3.187
H -2.743 -3.152 -1.423
H 0.735 -3.451 -0.099
H 0.717 -2.537 -1.616
H 2.212 -1.407 -0.205
H 3.266 2.139 -1.325
N 3.448 4.339 -2.791
O 4.445 3.646 -2.739
O 3.367 5.377 -3.415
H 1.123 5.589 -2.643
H -0.876 4.845 -1.407
H -1.852 4.211 0.762
H -2.737 2.672 0.915
```

Summary:
Relative energy (zero: lowest compared OMol25 entry of this formula, charge and spin) in kJ/mol: 409.9
E in a.u.: -1949.2975
Lowest unoccupied orbital energy in eV: -0.4
Max |F| in eV Å⁻¹: 1.3
HOMO energy in eV: -8.57
Frontier orbital gap in eV: 8.2
SMILES: COc1ccc([N+](=O)[O-])cc1N(C[C@@H](O)CN(CC(C)C)CC(C)C)S(=O)(=O)c1ccccc1